[1]
Formula: C4H2O
Source: the OMol25 dataset
Level of theory: the ωB97M-V functional and the def2-TZVPD basis

```
7
Properties=species:S:1:pos:R:3:forces:R:3
C 1.3860 -1.1245 1.3352 -3.090 3.245 -3.482
C 0.7289 -0.4312 0.5482 -0.400 0.236 -0.086
C -0.1082 0.3547 -0.3470 1.670 -1.479 1.654
C -0.9703 1.0635 -1.0099 -0.111 -0.646 1.127
O -1.6433 -0.0725 -1.0184 0.024 -0.671 -0.098
H 2.0160 -1.7876 1.7735 1.384 -1.412 1.225
H -1.4091 1.9976 -1.2815 0.523 0.726 -0.340
```
Forces are in eV/Å.

Values from the calculation:
spin multiplicity: 1
ΔE to the lowest compared entry with this formula, charge and spin: 345.0 kJ/mol
charge: 0
SMILES: C#CC1=CO1
HOMO energy: -0.3099 Ha
maximum force: 5.7 eV/A

=====

[2]
Formula: C9H14N3O3
Source: the OMol25 dataset
Level of theory: the ωB97M-V functional and the def2-TZVPD basis

```
29
Properties=species:S:1:pos:R:3:forces:R:3
C -2.9015 2.5262 -0.1396 -0.783 -0.840 1.198
C -2.8438 2.5680 1.2431 -0.809 -0.667 -1.564
O -1.6713 1.9638 1.5845 0.107 1.103 1.585
C -1.0754 1.7157 0.4661 3.250 -3.175 -0.768
C 0.2689 0.7630 0.4439 -2.151 3.323 -0.586
C -0.0222 -0.5476 1.1248 0.383 0.794 -0.833
N 0.8989 -1.4858 0.5096 0.557 -1.401 1.221
C 0.2694 -2.8051 0.7263 -2.257 -0.686 0.469
C -1.2889 -2.4492 0.8051 0.891 1.217 2.725
O -1.2778 -0.9596 0.7616 -1.021 -1.619 -1.352
N 0.4217 0.5086 -1.1103 0.408 -2.071 3.625
C 1.7928 0.8900 -1.3511 1.713 1.171 0.687
C 2.2294 1.8211 -0.1719 -1.598 0.042 -0.965
O 1.4557 1.3447 0.9536 -0.583 -0.932 -1.488
N -1.7758 1.8906 -0.5906 0.879 0.836 -0.493
H -3.6893 2.5918 -0.8651 -0.418 0.831 0.331
H -3.5360 2.7045 2.0590 0.073 0.445 -0.231
H -0.0185 -0.3262 2.1699 0.727 -0.412 1.219
H 1.8634 -1.4584 0.8893 -0.928 0.084 -0.178
H 0.3715 -3.2967 1.7353 1.102 0.470 -1.167
H 0.4367 -3.4809 -0.1234 0.308 0.137 0.539
H -1.9286 -2.9315 0.0670 0.025 0.597 -0.061
H -1.6702 -2.6332 1.8927 0.498 -0.278 -2.107
H -0.4089 0.9613 -1.4996 -0.101 0.267 -0.793
H 0.4345 -0.5737 -0.9837 -0.377 1.056 -0.862
H 1.9988 1.2096 -2.3678 -0.085 0.248 0.124
H 2.4477 0.0911 -1.0702 -0.145 -1.337 -0.743
H 3.2778 1.7425 -0.0056 0.693 -0.265 0.473
H 2.0020 2.8395 -0.3690 -0.355 1.063 -0.004
```
Forces are in eV/Å.

Values from the calculation:
spin multiplicity: 1
ΔE to the lowest compared entry with this formula, charge and spin: 60.3 kJ/mol
charge: +1
SMILES: c1coc([C@@]2([C@@H]3NCCO3)[NH2+]CCO2)n1
HOMO energy: -0.4738 Ha
maximum force: 4.6 eV/A

=====

[3]
Formula: C24H31F19N3O5S
Source: the OMol25 dataset
Level of theory: the ωB97M-V functional and the def2-TZVPD basis

```
83
Properties=species:S:1:pos:R:3:forces:R:3
C 4.3164 -1.6457 2.4835 0.421 -0.377 0.036
C 4.4685 -1.6430 0.8480 0.816 0.151 0.445
O 5.7015 -2.4450 0.5529 -1.993 -0.582 1.980
C 4.7436 -0.1195 0.2151 0.352 -0.711 1.300
N 3.7239 0.2832 -0.8304 -0.960 0.566 1.833
C 2.7915 1.3928 -0.2999 -0.557 -0.065 -0.163
C 1.6615 0.6288 0.6097 1.657 -1.265 -1.672
O 0.5926 1.5170 1.1330 -3.598 -3.942 -0.249
C -0.5904 0.6005 1.2147 -0.181 -2.226 2.034
C -0.6415 -0.8220 2.0277 -1.598 2.363 -1.347
S 0.6222 -1.7233 3.0756 -1.722 1.136 -0.061
N -2.0038 -1.4573 1.8299 2.367 7.620 -3.535
C -2.6959 -0.4302 0.9436 -0.349 -1.158 0.669
C -4.2353 -0.8937 0.5337 0.845 0.010 0.619
C -4.1797 -2.3909 -0.1338 -0.770 -0.013 -0.487
C -3.6517 -2.4410 -1.6850 0.591 -0.247 -0.644
F -2.8250 -1.2860 -2.1060 -2.635 -3.554 1.303
F -4.8166 -2.5027 -2.5985 4.215 -0.034 2.660
F -2.7505 -3.6481 -1.7816 -3.096 3.837 -0.317
N -1.9372 0.8230 0.5631 0.700 -5.513 3.646
C -2.4832 1.9615 -0.2696 0.409 -0.052 -3.721
C -1.7659 1.8201 -1.8963 3.411 2.015 0.096
C -0.4044 2.8649 -2.1591 -2.854 -4.134 0.621
O -0.3164 1.2366 -1.9462 -3.607 4.170 -0.511
H 3.9303 -2.7081 2.8597 0.703 2.251 -0.863
H 5.4031 -1.5081 2.9240 -2.226 -0.101 -0.853
H 3.6177 -0.8114 2.9172 1.303 -1.602 -0.906
H 3.5319 -2.1640 0.3625 1.813 1.155 0.768
H 5.6998 -3.1806 1.2608 0.094 1.614 -1.795
H 5.8489 -0.0497 -0.1940 -2.362 -0.418 0.694
H 4.6908 0.6101 1.1387 0.086 -1.257 -1.848
H 3.1003 -0.5401 -1.0456 1.072 1.130 0.212
H 2.2867 1.9123 -1.2342 0.950 -1.014 2.062
H 3.3846 2.1976 0.3410 -1.203 -1.831 -1.489
H 2.2431 0.0424 1.4526 -1.477 1.353 -1.403
H 1.1365 -0.1652 -0.1108 1.295 1.732 1.531
H 0.1006 -1.6476 4.4072 0.204 0.368 -1.837
H -2.3326 -2.3683 2.2217 0.279 1.324 -0.638
H -4.7929 -0.1145 -0.1449 1.267 -1.626 1.371
H -4.8169 -1.0154 1.5685 1.236 0.427 -2.341
H -5.2959 -2.8030 -0.1398 2.505 0.843 -0.151
H -3.5294 -3.1412 0.4863 -1.215 1.572 -1.334
H -3.6317 1.8354 -0.5586 2.556 0.162 1.416
H -2.2107 3.0338 0.1104 -0.525 -2.482 -0.274
H -2.5469 1.6296 -2.8595 2.464 0.267 2.947
H -0.3394 3.2008 -3.2794 0.353 -0.740 2.550
H 0.0508 3.4060 -1.2268 -1.003 -1.017 -2.166
C -3.2579 7.7470 -2.4943 -0.830 -0.049 -0.932
C -2.5182 8.9792 -1.9534 -0.979 0.312 0.490
C -1.0167 8.7937 -1.7655 1.055 0.733 0.162
F -0.7249 7.8165 -0.8788 0.081 0.342 -0.147
F -0.4514 9.9315 -1.2779 -0.418 -0.151 -0.220
F -3.1160 9.3878 -0.8009 0.421 -0.212 -0.282
F -2.7149 9.9954 -2.8505 0.468 -0.506 0.036
O -3.9122 6.9238 -1.5240 1.692 -0.844 1.124
C -3.0822 5.9537 -0.8872 -0.715 0.997 -2.097
C -2.9269 6.1999 0.6189 0.054 0.830 0.889
F -2.3975 7.4240 0.8742 -0.494 -0.718 -0.224
F -2.0858 5.2906 1.1800 -0.066 -0.309 -0.445
F -1.8956 5.8868 -1.5367 -0.383 -0.717 0.631
F -3.6891 4.7540 -1.0952 0.112 0.081 0.541
H -4.0773 8.1261 -3.1199 0.146 0.057 0.380
H -2.6433 7.1561 -3.1849 0.063 0.201 0.359
H -0.5246 8.5616 -2.7142 -0.165 -0.025 -0.077
H -3.8920 6.1375 1.1288 -0.043 -0.071 -0.234
C 1.5029 -7.9781 1.1466 -0.665 -0.875 0.584
C 2.3678 -8.1224 -0.1141 -0.949 -0.036 -0.540
C 3.7613 -7.5132 -0.0081 1.142 -0.050 -0.591
F 3.7259 -6.1814 0.2185 0.166 -0.297 -0.185
F 4.4474 -7.6834 -1.1709 -0.399 -0.181 0.216
F 1.6871 -7.6222 -1.1814 0.392 0.017 0.324
F 2.5043 -9.4630 -0.3598 0.350 0.430 0.382
O 0.5655 -6.8972 1.1519 1.282 1.703 -0.025
C 1.0920 -5.6345 1.5565 -0.153 -2.232 0.840
C 1.0576 -4.5883 0.4352 0.152 0.161 -1.068
F 1.7606 -4.9967 -0.6524 -0.589 0.160 0.613
F 1.6177 -3.4173 0.8399 -0.081 -0.255 0.277
F 2.3305 -5.8131 2.0744 -0.682 0.819 0.040
F 0.3110 -5.2225 2.5915 0.065 0.332 -0.582
H 0.8746 -8.8776 1.1971 0.097 0.289 -0.273
H 2.0950 -8.0111 2.0697 0.039 0.179 -0.378
H 4.3411 -7.9870 0.7890 -0.158 -0.080 0.059
H 0.0311 -4.3875 0.1165 -0.038 -0.142 0.165
```
Forces are in eV/Å.

Values from the calculation:
spin multiplicity: 1
charge: +1
HOMO energy: -0.4064 Ha
maximum force: 8.7 eV/A

=====

[4]
Formula: C3H7NO2
Source: the OMol25 dataset
Level of theory: the ωB97M-V functional and the def2-TZVPD basis

```
13
Properties=species:S:1:pos:R:3:forces:R:3
O 0.6874 0.8958 -1.2617 0.165 0.135 0.201
C -0.7001 0.7875 -0.9860 -0.302 -0.019 0.005
C -1.0362 -0.4066 -0.1125 0.039 -0.067 -0.209
O -0.7444 -0.1828 1.2785 0.146 0.013 0.257
C 0.4146 -0.4281 1.9057 0.100 -0.045 -0.441
N 1.4392 -0.7492 1.0998 -0.086 -0.005 0.197
H 1.1065 1.3067 -0.4951 -0.006 0.029 -0.153
H -1.0881 1.7001 -0.5127 0.078 -0.126 -0.079
H -1.2016 0.6757 -1.9535 0.082 -0.040 0.133
H -2.1165 -0.5816 -0.1347 0.165 0.020 -0.015
H -0.5326 -1.3073 -0.4857 -0.046 0.097 0.079
H 2.3022 -0.9608 1.5769 -0.138 0.049 -0.128
H 1.4696 -0.7495 0.0810 -0.196 -0.043 0.152
```
Forces are in eV/Å.

Values from the calculation:
spin multiplicity: 1
ΔE to the lowest compared entry with this formula, charge and spin: 291.1 kJ/mol
charge: 0
HOMO energy: -0.3143 Ha
maximum force: 0.5 eV/A